Entry one
The following is a quantum chemistry calculation of a 2-piece molecular cluster, C2H3ClN2O overall, from the OMol25 dataset.

Last column: natural (NBO) charge in e.
CARTESIAN COORDINATES (ANGSTROEM)
C (-0.86853, 1.43330, -0.37712)  -0.07
N (-1.88848, 0.69080, -0.49884)  -0.21
N (-1.81045, -0.49915, 0.09939)  -0.35
C (-1.27497, -1.35242, 0.70027)  0.80
O (-1.05496, -2.43547, 1.11460)  -0.54
H (-0.92668, 2.39344, -1.05641)  0.20
H (0.02437, 1.13290, 0.13798)  0.18
Cl (2.03769, -2.59086, 1.35487)  -0.27
H (1.03591, -2.69945, 0.61189)  0.27

**HOMO-LUMO gap**: 10.80 eV
**E_HOMO**: -10.6 eV
**Total charge**: 0


Entry two
The following is a quantum chemistry calculation of a 2-piece molecular cluster, C2H3ClN2O overall, from the OMol25 dataset.

Last column: natural (NBO) charge in e.
CARTESIAN COORDINATES (ANGSTROEM)
C (-0.52243, 1.04903, -0.05994)  -0.10
N (0.22268, 0.01549, 0.02258)  -0.24
N (-0.32096, -1.17010, 0.00696)  -0.39
C (-1.36042, -1.78784, -0.07869)  0.84
O (-2.23340, -2.53963, -0.20122)  -0.48
H (0.02002, 2.09411, 0.04207)  0.22
H (-1.62970, 0.87638, 0.13377)  0.17
Cl (3.44823, 0.90089, -0.17811)  -0.28
H (2.37598, 0.56167, 0.31259)  0.27

**HOMO-LUMO gap**: 10.50 eV
**E_HOMO**: -10.4 eV
**Total charge**: 0


What should be chosen as the most stable of them? Choose entry two.


Entry one
The following is a quantum chemistry calculation of C8H8N2O in the gas phase, from the OMol25 dataset.

Last column: natural (NBO) charge in e.
CARTESIAN COORDINATES (ANGSTROEM)
C (0.26432, 2.95336, 1.90484)  -0.25
O (-0.76711, 2.05485, 1.71961)  -0.49
C (-0.58479, 1.01562, 0.84879)  0.29
C (-1.63619, 0.04938, 0.78273)  -0.23
C (-1.50059, -1.07837, 0.03052)  -0.23
C (-0.31685, -1.22496, -0.69490)  0.16
N (0.08531, -2.24653, -1.48029)  -0.36
N (1.33529, -2.08085, -1.90308)  -0.22
C (1.73801, -0.91710, -1.44789)  -0.05
C (0.73043, -0.30815, -0.62602)  -0.14
C (0.59759, 0.80604, 0.17909)  -0.29
H (1.13738, 2.52105, 2.39497)  0.18
H (0.63566, 3.45913, 0.97191)  0.17
H (-0.13412, 3.78884, 2.53320)  0.20
H (-2.56034, 0.20539, 1.29527)  0.22
H (-2.28735, -1.83233, 0.08548)  0.22
H (-0.46409, -3.05435, -1.76465)  0.41
H (2.70603, -0.54749, -1.65700)  0.21
H (1.40796, 1.53767, 0.20465)  0.22

**HOMO-LUMO gap**: 9.02 eV
**E_HOMO**: -8.1 eV
**Total charge**: 0


Entry two
The following is a quantum chemistry calculation of C8H8N2O in the gas phase, from the OMol25 dataset.

Last column: natural (NBO) charge in e.
CARTESIAN COORDINATES (ANGSTROEM)
C (-0.85331, 1.16857, 2.92903)  -0.25
O (0.40664, 1.10491, 2.22531)  -0.50
C (0.36870, 0.53426, 1.03262)  0.31
C (1.68778, -0.01953, 0.68157)  -0.21
C (1.77618, -0.59864, -0.65656)  -0.16
C (0.63637, -0.65063, -1.43731)  -0.20
C (0.43772, -1.14994, -2.70631)  -0.01
N (-0.92378, -0.88744, -2.91945)  -0.31
N (-1.59618, -0.29354, -1.90968)  -0.27
C (-0.59043, -0.19050, -1.03254)  0.13
C (-0.74981, 0.45636, 0.26421)  -0.32
H (-1.36531, 1.98675, 2.55776)  0.18
H (-0.68209, 1.61207, 4.10660)  0.18
H (-1.38530, 0.24312, 3.04578)  0.20
H (2.33395, 0.14015, 1.33618)  0.19
H (2.73726, -1.25384, -0.81394)  0.22
H (0.98864, -1.52267, -3.37461)  0.19
H (-1.55138, -1.42105, -3.79724)  0.42
H (-1.67564, 0.74160, 0.46856)  0.22

**HOMO-LUMO gap**: 8.54 eV
**E_HOMO**: -7.8 eV
**Total charge**: 0


What should be chosen as the most stable of them? Choose entry one.


Entry one
The following is a quantum chemistry calculation of a 2-piece molecular cluster, C4H13N2S overall, from the OMol25 dataset.

Last column: natural (NBO) charge in e.
CARTESIAN COORDINATES (ANGSTROEM)
C (0.50929, -1.44173, 2.55337)  -0.74
S (-0.87987, -1.44581, 1.38748)  0.18
C (-1.32067, 0.30227, 1.45381)  -0.75
H (0.44891, -0.56053, 3.18550)  0.22
H (1.46638, -1.43868, 2.03594)  0.21
H (0.44612, -2.33692, 3.16781)  0.23
H (-2.04594, 0.49774, 0.66717)  0.23
H (-1.80608, 0.54965, 2.39965)  0.21
H (-0.44969, 0.93905, 1.32275)  0.22
C (2.22484, 0.81431, -0.82940)  -0.40
N (-1.02188, 1.24758, -2.61668)  -0.87
C (-0.04349, 0.65165, -1.83066)  0.02
N (1.25947, 1.13899, -1.85355)  -0.64
H (3.11007, 0.35070, -1.26873)  0.19
H (1.77889, 0.07637, -0.16236)  0.20
H (2.50914, 1.70173, -0.25863)  0.18
H (-0.84086, 1.80247, -3.43247)  0.38
H (-1.98893, 1.11322, -2.39356)  0.38
H (-0.29249, -0.07146, -1.07408)  0.17
H (1.48221, 1.87858, -2.49325)  0.37

**HOMO-LUMO gap (spin up / spin down)**: 5.47 / 9.45 eV
**E_HOMO (spin up / spin down)**: -4.5 / -8.5 eV
**Total charge**: 0
**Multiplicity**: 2


Entry two
The following is a quantum chemistry calculation of C4H13N2S in the gas phase, from the OMol25 dataset.

Last column: natural (NBO) charge in e.
CARTESIAN COORDINATES (ANGSTROEM)
N (-1.32404, 1.77466, -1.02431)  -1.09
C (-0.34304, 0.57136, -0.92845)  -0.10
C (-0.60837, -0.29262, 0.25489)  -0.47
C (0.53677, -1.16809, 0.71365)  -0.53
S (-0.28648, -2.21528, 1.96293)  -0.02
C (1.00624, 1.14838, -0.80951)  -0.26
N (1.20504, 2.07173, -2.00998)  -0.87
H (-1.96683, 1.83446, -1.81692)  0.35
H (-0.72649, 2.60593, -1.13262)  0.38
H (-1.97108, 1.86914, -0.14838)  0.22
H (-0.22401, 0.05134, -1.93399)  0.23
H (-1.60678, -0.93530, 0.16690)  0.24
H (-0.85166, 0.34697, 1.09142)  0.23
H (1.35105, -0.62328, 1.23993)  0.22
H (0.96612, -1.68230, -0.20484)  0.21
H (0.65497, -3.15712, 1.93889)  0.12
H (1.15803, 1.75442, 0.12753)  0.20
H (1.74164, 0.34777, -0.66878)  0.21
H (1.50387, 2.89618, -1.53821)  0.37
H (1.83831, 1.65741, -2.67116)  0.38

**HOMO-LUMO gap (spin up / spin down)**: 3.81 / 9.94 eV
**E_HOMO (spin up / spin down)**: -3.3 / -9.5 eV
**Total charge**: 0
**Multiplicity**: 2


What should be chosen as the most stable of them? Choose entry one.


Entry one
The following is a quantum chemistry calculation of a 27-piece molecular cluster, H54O27 overall, from the OMol25 dataset.

Last column: Löwdin charge in e.
CARTESIAN COORDINATES (ANGSTROEM)
O (-3.05783, 3.05962, 2.39240)  -0.06
H (-2.48249, 3.61947, 1.86884)  0.01
H (-2.80498, 2.14646, 2.19662)  0.00
O (3.35263, 0.66355, -3.44646)  -0.07
H (2.45750, 1.05432, -3.51814)  0.03
H (3.15215, -0.29444, -3.36109)  0.03
O (-3.26048, -3.65482, 2.17921)  -0.05
H (-3.07076, -3.56555, 3.11942)  0.06
H (-4.13547, -3.26378, 2.06078)  0.02
O (3.31977, -3.19269, 1.87912)  -0.05
H (3.61996, -2.28669, 1.95992)  -0.01
H (3.33948, -3.39923, 0.94733)  0.01
O (-0.28735, 4.18892, -2.62360)  -0.06
H (-0.38698, 3.36455, -3.11575)  0.01
H (-0.48726, 4.94153, -3.22379)  0.08
O (-0.13793, 1.48591, -2.48118)  -0.07
H (-0.45896, 0.61408, -2.21355)  0.01
H (0.56188, 1.69230, -1.83838)  0.02
O (1.78640, 1.69895, -0.29857)  -0.09
H (2.09936, 2.11159, 0.54064)  0.03
H (2.59440, 1.70888, -0.85185)  0.04
O (-5.92943, 0.42309, -0.51422)  -0.09
H (-4.97900, 0.75242, -0.57743)  0.02
H (-6.41983, 1.25741, -0.58541)  0.05
O (-0.49173, 1.40284, 3.73874)  -0.03
H (-0.25737, 1.77555, 2.88021)  0.04
H (0.18371, 0.74154, 3.89022)  0.01
O (4.33084, -0.31176, 2.37652)  -0.04
H (4.51952, -0.27597, 1.42777)  0.03
H (3.51835, 0.17668, 2.48606)  0.00
O (-2.72670, 0.08757, 3.28369)  -0.06
H (-1.97097, 0.53032, 3.67999)  -0.02
H (-3.48506, 0.42041, 3.77562)  0.05
O (-0.83411, 3.22250, 0.16258)  -0.05
H (-0.76251, 3.60231, -0.72032)  0.01
H (-0.29857, 2.41756, 0.08710)  0.01
O (-3.28050, 1.35359, -0.84627)  -0.03
H (-2.66736, 0.83748, -1.38260)  0.02
H (-2.81361, 2.14554, -0.61014)  0.02
O (-2.04213, -1.43170, 0.83965)  -0.05
H (-2.15137, -2.32638, 1.18307)  0.04
H (-2.66749, -0.93771, 1.38582)  0.03
O (-1.34069, -0.87982, -1.76916)  -0.05
H (-1.76368, -1.26879, -1.00117)  0.02
H (-1.39108, -1.57995, -2.44000)  0.03
O (-5.36654, -1.70586, 1.53843)  -0.06
H (-5.54315, -1.12013, 0.77337)  0.02
H (-5.76301, -1.26559, 2.29884)  0.05
O (2.17322, 1.11565, 5.50854)  -0.05
H (2.19318, 0.34748, 4.94052)  -0.02
H (2.95376, 1.05011, 6.06824)  0.04
O (0.43257, -0.27584, 1.14393)  -0.05
H (-0.48223, -0.57005, 0.96590)  0.02
H (0.82768, 0.11945, 0.35006)  0.03
O (3.66838, -2.12446, -2.71122)  -0.05
H (3.27315, -2.93345, -2.35521)  0.00
H (3.94635, -2.36211, -3.59370)  0.04
O (-2.22859, -5.48029, -0.38544)  -0.06
H (-2.30457, -5.36950, 0.55883)  0.00
H (-3.08699, -5.85686, -0.62476)  0.04
O (-0.88414, -3.22381, -3.46560)  -0.03
H (-1.62394, -3.18672, -4.07645)  0.05
H (-0.11310, -3.09538, -4.02013)  0.05
O (0.59674, 1.68158, -5.02053)  -0.08
H (-0.07515, 1.55326, -4.32088)  0.00
H (0.16813, 1.55005, -5.88358)  0.05
O (2.23630, 2.78849, 2.20084)  -0.02
H (2.44235, 2.12301, 2.86135)  0.03
H (1.58139, 3.33612, 2.66175)  0.08
O (4.45278, 0.81429, -0.88751)  -0.08
H (4.05171, 0.67004, -1.78684)  0.00
H (5.28493, 1.28429, -1.08334)  0.07
O (2.78878, 3.81297, -3.47584)  -0.04
H (2.28948, 4.32811, -4.11058)  0.03
H (2.14533, 3.64423, -2.78856)  0.00
O (2.18008, -4.21113, -1.39145)  -0.04
H (1.35821, -3.87897, -0.98993)  0.07
H (2.00992, -5.14656, -1.51782)  0.06
O (1.64129, -0.79763, 3.43690)  -0.05
H (1.65106, -1.72824, 3.62854)  0.06
H (1.13233, -0.71424, 2.63110)  -0.02

**HOMO-LUMO gap**: 10.62 eV
**E_HOMO**: -10.8 eV
**Total charge**: 0


Entry two
The following is a quantum chemistry calculation of a 27-piece molecular cluster, H54O27 overall, from the OMol25 dataset.

Last column: Löwdin charge in e.
CARTESIAN COORDINATES (ANGSTROEM)
O (0.22302, -2.06511, 12.00042)  -0.04
H (-0.10022, -1.17014, 11.89662)  0.00
H (1.09060, -2.05533, 11.59615)  0.01
O (0.23005, -2.79784, 9.06648)  -0.05
H (-0.07253, -3.56014, 9.56000)  0.00
H (1.08775, -3.05565, 8.72866)  0.00
O (-0.16073, 0.28319, 12.81989)  -0.04
H (0.66123, 0.71340, 12.58423)  0.04
H (-0.29839, 0.51531, 13.73826)  0.04
O (2.88903, 0.33697, 13.26231)  -0.02
H (2.54598, -0.55652, 13.27716)  0.02
H (3.68769, 0.29618, 13.78834)  0.07
O (0.18072, -4.02217, 15.65688)  -0.05
H (-0.23916, -4.85668, 15.86549)  0.04
H (-0.53107, -3.46940, 15.33434)  -0.02
O (-5.17845, 0.54842, 10.03712)  -0.05
H (-6.09957, 0.38047, 10.23600)  0.03
H (-4.70592, -0.16239, 10.47035)  -0.02
O (-1.38891, 0.80971, 15.37684)  -0.02
H (-1.47043, 1.76312, 15.40150)  0.07
H (-1.89008, 0.50634, 16.13383)  0.06
O (0.38111, -0.08921, 9.01165)  -0.04
H (-0.07188, -0.91544, 9.18008)  0.03
H (0.77128, -0.20179, 8.14486)  0.06
O (2.71586, -4.35997, 8.95512)  -0.02
H (3.61390, -4.20843, 9.24972)  0.03
H (2.73774, -5.22978, 8.55612)  0.07
O (3.76772, -2.38373, 13.19575)  -0.05
H (3.52035, -2.07510, 12.32409)  -0.04
H (4.22728, -3.20824, 13.03693)  0.01
O (1.26912, 4.02977, 9.91869)  -0.04
H (1.02970, 3.10304, 9.92842)  0.01
H (1.67602, 4.16353, 9.06267)  0.05
O (3.19681, -1.06471, 16.17251)  -0.05
H (3.96376, -1.39500, 16.64042)  0.03
H (2.98730, -1.75185, 15.53993)  0.01
O (5.14665, -4.69999, 11.83862)  -0.02
H (5.20931, -4.18772, 11.03246)  0.05
H (5.81206, -5.38131, 11.74235)  0.08
O (-3.67548, -4.09133, 14.48508)  -0.04
H (-3.16536, -3.30382, 14.67438)  0.00
H (-4.39166, -4.07170, 15.11986)  0.05
O (-1.31798, -2.07320, 14.51172)  -0.02
H (-1.03379, -1.78319, 13.64491)  0.02
H (-1.64572, -1.27958, 14.93480)  0.03
O (-1.33012, 2.01282, 9.01193)  -0.06
H (-1.93720, 2.10094, 9.74673)  0.02
H (-0.67115, 1.38989, 9.31844)  -0.03
O (-4.20000, -1.42991, 11.99505)  -0.02
H (-3.99270, -2.32826, 11.73773)  0.02
H (-4.87464, -1.52256, 12.66774)  0.08
O (1.59363, 3.23699, 12.46894)  -0.07
H (1.56040, 3.73204, 11.65037)  -0.02
H (2.17015, 2.49697, 12.27862)  -0.02
O (2.15909, 1.22575, 10.82047)  -0.06
H (2.49287, 0.74743, 11.57944)  -0.02
H (1.64263, 0.58017, 10.33806)  0.00
O (0.89926, -5.02721, 13.01066)  -0.05
H (0.55052, -4.18537, 12.71752)  0.02
H (1.19534, -4.86550, 13.90644)  0.05
O (2.92335, -1.97924, 10.76699)  -0.03
H (3.15090, -1.33956, 10.09226)  0.02
H (2.70618, -2.77439, 10.28037)  0.02
O (3.34962, -0.62709, 8.40776)  -0.02
H (3.31933, -1.20533, 7.64556)  0.06
H (4.04829, -0.00386, 8.20857)  0.07
O (3.10164, -6.48049, 12.27626)  -0.07
H (3.80936, -5.84477, 12.17028)  -0.04
H (2.37103, -5.97023, 12.62565)  -0.03
O (-4.24249, 2.12175, 13.73811)  -0.06
H (-3.55820, 1.75770, 13.17645)  -0.03
H (-3.82209, 2.22600, 14.59171)  0.00
O (-0.19146, -5.18774, 10.49561)  -0.03
H (-0.03495, -6.10015, 10.25223)  0.07
H (-0.03495, -5.16092, 11.43955)  0.00
O (-2.63647, 0.77662, 11.99886)  -0.04
H (-1.78768, 0.40962, 12.24605)  -0.01
H (-3.19383, 0.01289, 11.84951)  -0.01
O (-3.63599, -4.28964, 11.29194)  -0.04
H (-3.69724, -4.22552, 12.24503)  0.00
H (-2.87055, -4.84322, 11.13735)  0.03

**HOMO-LUMO gap**: 8.95 eV
**E_HOMO**: -9.8 eV
**Total charge**: 0


What should be chosen as the most stable of them? Choose entry one.